The following is a DFT calculation (wB97M-V/def2-TZVPD) of an isolated molecule of C20H19BrN4O2S2.

Values from the calculation:
HOMO level = -8.9 eV
Orbital gap = 0.3320 Ha
LUMO level = 0.12 eV

CARTESIAN COORDINATES (ANGSTROEM)
Br  -1.96602  -3.49087  1.04767
S  -2.24364  2.70262  -0.94361
S  6.55518  -0.21256  0.30437
O  4.47000  -2.03839  -0.77361
O  -4.79082  2.81530  1.53516
N  -0.67794  0.50431  -1.42047
N  2.74473  -1.23778  0.46010
N  -0.19127  1.56990  0.43613
N  0.61030  0.49619  0.34361
C  0.32457  -0.14888  -0.75387
C  4.49214  1.02618  1.20754
C  6.77705  1.28231  1.11121
C  4.02126  -1.20936  -0.00150
C  -0.96674  1.56684  -0.61288
C  4.84426  -0.11997  0.54516
C  -3.75613  -1.30293  0.69064
C  1.75714  -2.10268  -0.12941
C  -2.57637  3.26952  0.76535
C  -3.68522  2.39154  1.31443
C  -3.31918  0.95197  1.41531
C  0.96475  -1.39725  -1.23999
C  -2.56149  -1.69656  1.27149
C  -4.13695  0.02293  0.77594
C  5.60273  1.82740  1.53189
C  -1.30489  0.14324  -2.67054
C  -2.16212  0.52098  2.05861
C  -1.78255  -0.80673  1.99172
C  -2.37738  -2.09363  -2.92048
C  -2.39555  -0.86411  -2.44355
H  1.64660  -1.15247  -2.06096
H  -5.05391  0.35853  0.31470
H  -3.21317  -0.51194  -1.83005
H  2.36175  -0.43290  0.93761
H  3.47937  1.30284  1.44263
H  2.28246  -2.96180  -0.55219
H  -1.57001  -2.45530  -3.53643
H  -3.17635  -2.78858  -2.73012
H  -1.54901  1.21579  2.60982
H  -4.36864  -2.01977  0.16586
H  5.53115  2.76564  2.05265
H  -1.72449  1.05673  -3.10401
H  -0.54016  -0.25576  -3.34190
H  1.07429  -2.44265  0.65259
H  -2.90228  4.30649  0.70037
H  7.76637  1.67809  1.22892
H  -1.63713  3.17506  1.30615
H  0.19563  -2.07269  -1.62056
H  -0.87233  -1.13486  2.46850

---

The following is a DFT calculation (wB97M-V/def2-TZVPD) of a structure of composition C34H59N7O6Si2Y.

Values from the calculation:
HOMO level = -9.9 eV
Orbital gap = 0.3025 Ha
Charge = +1
LUMO level = -1.72 eV
Energy relative to the best compared isomer or geometry (same formula, charge and spin) = 7.37 kcal per mole

CARTESIAN COORDINATES (ANGSTROEM)
Y  -0.41131  0.01181  -0.19455
Si  0.49855  3.27701  1.29344
Si  -2.48292  2.12680  1.73765
O  -7.08444  -1.37737  -0.79914
O  1.24037  -1.90685  -0.11133
O  -2.47941  -0.49923  -0.19932
O  -0.81227  -1.59827  -1.97302
O  -0.65540  -1.46548  1.81366
O  1.71271  -0.20905  1.83520
N  -0.63850  -1.92490  4.02132
N  2.93018  0.89239  -3.64601
N  3.30234  -2.81337  -0.11893
N  3.57196  0.00223  -2.87270
N  1.72173  0.58422  -1.90173
N  -1.19699  1.47421  -2.31933
N  2.84835  -0.16822  -1.83094
C  4.70841  -2.76448  0.25833
C  -0.08387  4.93392  1.96302
C  1.40943  0.71022  -6.26050
C  3.30907  -0.93128  -6.05324
C  1.13989  3.73296  -0.43150
C  -0.10493  -1.40403  2.91131
C  -3.15005  -1.98127  -1.94629
C  2.91980  0.54294  -6.12144
C  1.79463  1.22637  -3.04503
C  -1.89921  1.73070  -4.58901
C  -1.40659  0.97420  -3.54211
C  1.23914  -0.70508  3.06545
C  -2.81466  3.55614  2.92270
C  -4.24564  -2.62670  -2.57383
C  -3.62253  2.49526  0.28647
C  -1.49827  2.76000  -2.10948
C  -1.80757  -2.20967  -2.40489
C  -1.95874  -2.55024  3.97278
C  -7.40781  -0.46022  0.24160
C  -1.55096  -3.22269  -3.49632
C  -5.78861  -1.53291  -1.11381
C  3.48155  1.32471  -4.93275
C  -3.12600  0.64066  2.69904
C  -1.98840  3.59268  -3.09984
C  2.92065  -3.81242  -1.10798
C  2.02749  2.88068  2.31966
C  2.84249  -0.85729  1.29325
C  -0.67218  1.83440  1.34127
C  -4.75480  -0.90032  -0.45788
C  2.40525  -1.91534  0.28954
C  -5.53239  -2.41697  -2.18814
C  -2.19342  3.06890  -4.36534
C  -3.41793  -1.10728  -0.85591
C  -0.01867  -1.76404  5.33358
H  -1.90505  -3.54617  4.41219
H  0.88290  0.20733  -5.44441
H  5.01675  -1.75565  0.51946
H  -6.99623  -0.79157  1.19686
H  -4.19839  0.74810  2.89428
H  3.32045  -3.54415  -2.08878
H  -2.58405  3.68916  -5.16244
H  -1.91534  -4.20923  -3.20590
H  -3.50893  1.80135  -0.54799
H  5.30444  -3.07170  -0.59891
H  2.61622  3.78980  2.47395
H  -0.89470  5.37018  1.37052
H  -0.55824  -2.38581  6.04168
H  -2.28098  -2.62427  2.94062
H  -2.21427  4.62575  -2.87244
H  1.83916  -3.86567  -1.16706
H  1.74087  2.50319  3.30798
H  -3.82063  3.45408  3.34342
H  2.89282  -1.40619  -5.16054
H  3.32201  -4.78200  -0.81447
H  2.13095  4.18820  -0.33093
H  4.39285  -1.05887  -6.02951
H  1.06520  0.26102  -7.19284
H  1.96331  -1.38886  3.51308
H  3.42725  -0.10369  0.76267
H  -2.10732  3.55860  3.75658
H  -3.48171  3.51782  -0.07954
H  -8.49087  -0.43939  0.30090
H  -0.48069  -3.27158  -3.67912
H  1.11270  1.76311  -6.26681
H  1.23547  2.87580  -1.09670
H  0.75881  5.63278  1.93571
H  2.67352  2.13326  1.85149
H  4.55688  1.18113  -4.85728
H  -6.36599  -2.90416  -2.67475
H  1.08999  1.94676  -3.42535
H  1.12044  0.14189  3.74582
H  -2.05435  1.27438  -5.55750
H  1.02116  -2.08934  5.33561
H  -2.68055  -1.95000  4.52773
H  4.92997  -3.43724  1.08890
H  3.46421  -1.28273  2.08198
H  -4.91462  -0.23738  0.37990
H  -4.06058  -3.30628  -3.39583
H  3.28123  2.39028  -5.03433
H  0.49596  4.47342  -0.91583
H  2.92467  -1.46552  -6.92294
H  -0.06846  -0.73081  5.68360
H  -0.42866  4.86576  2.99609
H  -0.36342  1.32480  2.27209
H  -2.62237  0.59427  3.67314
H  -2.95828  -0.29978  2.17312
H  -1.15922  -0.07057  -3.67744
H  3.39672  0.99213  -6.99651
H  -4.65696  2.42628  0.63945
H  -7.03322  0.53910  0.01181
H  -2.75772  4.53171  2.43320
H  -1.34586  3.12634  -1.10450
H  -2.06297  -2.93787  -4.41795

---

The following is a DFT calculation (wB97M-V/def2-TZVPD) of a cluster of 19 separate species, H37O19 in total.

Values from the calculation:
HOMO level = -6.8 eV
Orbital gap = 0.3244 Ha
Charge = -1
LUMO level = 2.07 eV
Energy relative to the best compared isomer or geometry (same formula, charge and spin) = 73.49 kcal per mole

CARTESIAN COORDINATES (ANGSTROEM)
O  0.12027  2.63899  3.13830
O  -0.78664  0.18411  0.36261
O  -4.49447  0.15648  -0.61925
O  4.45010  1.12253  -1.69851
O  -1.28356  -0.70622  3.91441
O  -3.26111  2.47760  0.52699
O  -2.55540  -3.80461  -1.13721
O  3.32746  2.52414  0.62494
O  -1.41454  -1.75539  -2.51821
O  -0.34142  4.21545  0.49740
O  -3.01258  -0.34004  1.77700
O  3.11524  1.22878  3.51031
O  1.77955  -2.79891  -3.68267
O  0.29703  -2.12609  2.42366
O  0.03164  -2.12764  -0.16719
O  2.97832  -2.77074  0.10370
O  -1.55063  2.03360  -2.09401
O  -0.21138  0.64355  -4.16089
O  2.06172  -0.42546  -0.64388
H  -0.83434  2.16278  -2.78142
H  4.13160  1.41754  -2.56007
H  -0.33353  -3.03846  -0.20494
H  -4.22433  0.42506  0.25262
H  -3.94051  0.65188  -1.23432
H  -1.09946  -0.84682  4.82456
H  -3.23648  -3.42672  -0.53325
H  -0.20113  -2.92713  2.30444
H  1.41832  -1.18296  -0.55299
H  3.38906  -1.93564  -0.21090
H  0.78759  1.96954  2.94071
H  -2.81283  1.92135  -0.13191
H  3.21541  1.71542  2.70007
H  3.72522  2.76005  -0.19767
H  -0.18417  3.28371  0.27283
H  -0.20133  4.22969  1.44867
H  4.61451  0.15872  -1.70256
H  2.04017  -3.42538  -3.00648
H  1.54608  -2.00262  -3.19743
H  -2.38659  -0.57924  1.06970
H  -3.66650  2.04298  1.29709
H  -1.05722  0.82379  -4.59476
H  0.28001  -1.69365  1.55874
H  -2.36321  -0.18687  2.49589
H  -0.29467  2.15018  3.86908
H  -0.47889  -1.08571  3.48809
H  -0.48247  0.70990  -0.39719
H  -0.57523  -0.79789  0.18239
H  -0.56892  -0.04427  -3.56261
H  -2.12291  -1.10575  -2.34474
H  3.27708  1.55707  0.59345
H  2.83920  0.31634  3.28086
H  -1.94898  -3.35299  -1.74063
H  2.45210  -2.37658  0.79300
H  -1.06029  2.64918  -1.53690
H  1.63504  0.38921  -0.95244
H  -0.52703  -1.69589  -2.08646

---

Number 1 is which compound?
C20H19BrN4O2S2